Molecular formula: C37H83N9O15S
Method: DFT, ωB97M-V with the def2-TZVPD basis set

Last column: Löwdin charge in e.
Geometry (Å):
O (-0.476, -2.800, 0.120)  -0.24
S (-1.077, -1.492, -0.195)  0.69
O (-2.488, -1.339, -0.376)  -0.22
O (-0.616, -0.395, 0.960)  -0.20
C (0.139, 0.614, 0.364)  -0.21
C (0.113, 0.521, -1.159)  -0.16
O (-0.232, -0.807, -1.377)  -0.21
H (-0.077, 1.612, 0.753)  0.12
H (1.152, 0.615, 0.778)  0.08
H (1.055, 0.774, -1.641)  0.12
H (-0.714, 1.112, -1.556)  0.10
C (2.047, -2.650, 2.000)  -0.04
N (2.056, -1.253, 2.476)  0.06
C (2.864, -0.866, 3.454)  -0.56
C (2.868, 0.534, 3.992)  -0.01
O (3.674, -1.634, 3.981)  0.01
H (3.034, -3.105, 2.080)  0.08
H (1.662, -2.800, 0.994)  0.06
H (1.425, -3.290, 2.626)  0.06
H (1.526, -0.575, 1.953)  0.08
H (2.561, 1.225, 3.205)  0.06
H (3.852, 0.816, 4.361)  0.08
H (2.214, 0.549, 4.864)  0.07
C (-4.939, 0.307, -2.681)  -0.05
N (-5.077, 1.661, -2.155)  0.02
C (-4.080, 2.385, -1.705)  -0.55
C (-4.442, 3.793, -1.199)  0.01
O (-2.963, 1.925, -1.478)  0.03
H (-5.813, -0.006, -3.248)  0.09
H (-4.795, -0.417, -1.877)  0.08
H (-4.039, 0.153, -3.276)  0.08
H (-6.005, 2.014, -1.980)  0.14
H (-5.054, 4.238, -1.988)  0.08
H (-3.592, 4.471, -1.148)  0.06
H (-5.013, 3.715, -0.275)  0.08
C (-4.713, -7.776, -2.250)  -0.06
N (-4.127, -6.436, -2.217)  0.01
C (-2.810, -6.230, -2.446)  -0.57
C (-2.336, -4.855, -2.196)  0.00
O (-2.064, -7.072, -2.923)  0.04
H (-3.935, -8.536, -2.231)  0.08
H (-5.244, -7.894, -3.196)  0.08
H (-5.452, -7.896, -1.459)  0.08
H (-4.682, -5.610, -2.067)  0.13
H (-3.083, -4.066, -2.292)  0.08
H (-1.536, -4.521, -2.855)  0.07
H (-1.962, -4.857, -1.170)  0.08
C (-3.186, 3.720, 3.989)  -0.06
N (-2.027, 2.920, 3.606)  0.04
C (-1.654, 1.917, 4.419)  -0.52
C (-0.434, 1.142, 3.945)  0.01
O (-2.275, 1.535, 5.437)  -0.01
H (-3.696, 3.445, 4.909)  0.09
H (-3.996, 3.502, 3.286)  0.08
H (-2.958, 4.777, 3.854)  0.06
H (-1.642, 3.131, 2.695)  0.09
H (0.058, 1.825, 3.249)  0.07
H (-0.580, 0.225, 3.376)  0.08
H (0.159, 1.038, 4.853)  0.08
C (2.943, 4.779, 1.356)  -0.06
N (4.107, 3.926, 1.402)  0.03
C (4.101, 2.621, 1.190)  -0.54
C (5.317, 1.777, 1.413)  0.03
O (3.059, 2.016, 0.868)  -0.02
H (3.019, 5.414, 0.471)  0.08
H (2.885, 5.494, 2.177)  0.08
H (2.005, 4.232, 1.280)  0.07
H (4.943, 4.215, 1.888)  0.14
H (5.336, 1.460, 2.456)  0.08
H (6.178, 2.421, 1.219)  0.08
H (5.353, 0.931, 0.732)  0.07
C (-4.074, -0.727, 2.385)  -0.07
N (-3.952, -0.629, 3.804)  0.02
C (-4.054, -1.669, 4.636)  -0.51
C (-3.751, -1.383, 6.144)  0.01
O (-4.375, -2.805, 4.213)  -0.03
H (-3.538, 0.102, 1.923)  0.08
H (-5.117, -0.824, 2.086)  0.09
H (-3.516, -1.592, 2.023)  0.07
H (-3.516, 0.185, 4.212)  0.09
H (-4.637, -0.932, 6.596)  0.08
H (-2.982, -0.648, 6.378)  0.06
H (-3.589, -2.339, 6.638)  0.08
C (-1.948, -3.766, 4.028)  -0.05
N (-0.860, -4.547, 3.387)  0.00
C (-1.032, -5.252, 2.243)  -0.56
C (0.261, -5.794, 1.614)  0.00
O (-2.127, -5.321, 1.682)  0.02
H (-2.664, -4.466, 4.460)  0.09
H (-2.623, -3.281, 3.323)  0.06
H (-1.391, -3.109, 4.692)  0.09
H (0.004, -4.725, 3.872)  0.12
H (0.056, -6.866, 1.653)  0.08
H (1.182, -5.602, 2.162)  0.06
H (0.294, -5.429, 0.590)  0.07
C (-0.567, 4.812, -1.528)  -0.02
N (-0.414, 5.653, -0.332)  0.04
C (-0.555, 5.255, 0.915)  -0.55
C (-0.611, 6.250, 2.021)  0.01
O (-0.490, 4.046, 1.242)  -0.02
H (-1.510, 5.103, -1.997)  0.08
H (-0.708, 3.740, -1.408)  0.08
H (0.242, 5.068, -2.209)  0.07
H (-0.405, 6.650, -0.488)  0.14
H (0.389, 6.329, 2.452)  0.08
H (-1.296, 6.024, 2.834)  0.07
H (-0.742, 7.275, 1.669)  0.08
C (6.441, -2.934, -1.468)  -0.08
N (5.077, -2.410, -1.422)  0.02
C (4.836, -1.055, -1.583)  -0.52
C (3.356, -0.655, -1.691)  0.01
O (5.666, -0.175, -1.655)  0.04
H (6.826, -3.053, -0.455)  0.08
H (7.137, -2.238, -1.939)  0.08
H (6.554, -3.813, -2.102)  0.08
H (4.343, -3.087, -1.548)  0.13
H (3.128, -0.139, -0.756)  0.07
H (2.699, -1.518, -1.792)  0.08
H (3.299, 0.090, -2.482)  0.06
C (3.507, 2.792, -3.085)  -0.17
C (4.888, 2.566, -3.734)  -0.17
C (4.963, 3.723, -4.678)  -0.23
O (4.142, 4.797, -4.237)  -0.12
C (3.443, 4.339, -3.069)  -0.19
H (3.412, 2.348, -2.093)  0.09
H (2.694, 2.369, -3.679)  0.11
H (5.016, 1.591, -4.201)  0.11
H (5.685, 2.739, -3.009)  0.12
H (4.613, 3.299, -5.623)  0.12
H (5.968, 4.131, -4.789)  0.12
H (2.390, 4.527, -2.865)  0.10
H (4.097, 4.596, -2.232)  0.11
C (-0.456, -0.699, -4.539)  -0.16
C (-0.140, -0.806, -6.031)  -0.14
C (-0.294, -2.325, -6.342)  -0.21
O (-0.407, -2.975, -5.107)  -0.15
C (-0.783, -2.108, -4.016)  -0.18
H (-1.219, 0.019, -4.241)  0.11
H (0.504, -0.382, -4.128)  0.09
H (0.892, -0.525, -6.232)  0.10
H (-0.841, -0.230, -6.633)  0.10
H (0.599, -2.702, -6.841)  0.11
H (-1.156, -2.477, -6.995)  0.11
H (-0.227, -2.517, -3.176)  0.11
H (-1.859, -2.210, -3.862)  0.11

## Properties
largest force on an atom	0.0761	Eh/bohr
SMILES string	O=S1(=O)OCCO1.CNC(C)=O.CNC(C)=O.CNC(C)=O.CNC(C)=O.CNC(C)=O.CNC(C)=O.CNC(C)=O.CNC(C)=O.CNC(C)=O.C1CCOC1.C1CCOC1
molar mass	926.186	Da
energy relative to the best compared isomer or geometry (same formula, charge and spin)	0.0	kcal/mol
E_tot	-94673.7657	eV
HOMO energy	-8.62	eV